Arrangement A

Here is one molecule with the formula C5H11NO2 from the Open Molecules 2025 dataset. Energies are from ωB97M-V/def2-TZVPD.

## Properties
**Kohn-Sham gap**: 10.5 eV
**SMILES string**: CNC(=O)CCCO

```
19
Properties=species:S:1:pos:R:3:nbo_charge:R:1
H -0.231 0.345 -1.246 0.20
C 0.443 -0.751 0.462 -0.53
H -0.060 -1.726 0.545 0.23
H 2.153 0.400 -2.355 0.18
H 0.358 -1.194 -1.730 0.22
H 3.132 0.246 0.157 0.47
C 1.820 0.423 -1.295 -0.08
H -2.840 -1.189 0.830 0.20
N -1.552 0.420 1.467 -0.63
H -3.533 0.338 0.679 0.21
C -2.542 -0.152 0.540 -0.43
H 1.712 1.528 -1.287 0.18
C 0.556 -0.392 -1.019 -0.42
H 1.486 -1.118 0.763 0.25
H -2.263 -0.114 -0.508 0.20
O 2.989 -0.096 -0.735 -0.72
H -1.900 1.302 1.814 0.40
O 0.455 1.344 1.659 -0.61
C -0.182 0.388 1.258 0.68
```

---

Arrangement B

Here is a 2-piece molecular cluster, C5H11NO2 overall from the Open Molecules 2025 dataset. Energies are from ωB97M-V/def2-TZVPD.

## Properties
**Kohn-Sham gap**: 10.4 eV
**SMILES string**: CNC(C)=O.CC=O

```
19
Properties=species:S:1:pos:R:3:nbo_charge:R:1
C -2.704 1.024 -0.403 -0.77
C -2.844 -0.044 0.614 0.48
H -1.740 1.516 -0.209 0.31
H 0.812 -2.693 -0.010 0.22
H 2.745 1.902 -0.103 0.24
H -3.577 0.157 1.417 0.11
C 1.452 -1.815 -0.007 -0.41
H -0.381 -0.794 0.161 0.43
C 1.041 0.633 0.016 0.69
H 2.070 -1.830 -0.908 0.19
H -3.505 1.752 -0.353 0.22
O 0.258 1.568 0.089 -0.66
H 2.111 -1.867 0.864 0.19
H -2.630 0.597 -1.402 0.24
O -2.201 -1.066 0.632 -0.57
H 2.894 0.404 -1.039 0.23
N 0.617 -0.641 0.031 -0.62
C 2.533 0.837 -0.109 -0.72
H 3.049 0.360 0.720 0.22
```

---

Arrangement C

Here is a 2-piece molecular cluster, C5H11NO2 overall from the Open Molecules 2025 dataset. Energies are from ωB97M-V/def2-TZVPD.

## Properties
**Kohn-Sham gap**: 4.1 eV

```
19
Properties=species:S:1:pos:R:3:nbo_charge:R:1
C -0.468 -1.139 0.726 -0.37
H 0.576 1.702 1.686 0.25
H -0.007 -0.198 -1.882 0.19
N 0.341 -1.669 -0.371 -0.43
H 3.585 -0.615 0.625 0.45
C -0.960 1.331 0.246 0.43
O 2.679 -0.838 0.429 -1.13
H 0.822 -1.750 -2.377 0.23
C -1.402 -0.052 0.399 0.13
H 1.310 -1.398 -0.169 0.46
H 1.169 0.838 0.258 0.29
C 0.478 1.635 0.599 -0.75
H 0.917 2.512 0.152 0.25
H -0.902 -1.732 -2.075 0.19
H -2.340 -0.224 -0.127 0.21
C 0.046 -1.273 -1.763 -0.44
H -1.023 -1.952 1.205 0.20
O -1.696 2.227 -0.136 -0.46
H 0.275 -0.773 1.449 0.29
```

---

Arrangement D

Here is a 3-piece molecular cluster, C5H11NO2 overall from the Open Molecules 2025 dataset. Energies are from ωB97M-V/def2-TZVPD.

## Properties
**Kohn-Sham gap**: 3.0 eV

```
19
Properties=species:S:1:pos:R:3:nbo_charge:R:1
C 0.553 -2.967 -0.261 -0.72
H -0.927 3.656 1.656 0.20
C -2.051 1.414 0.317 -0.48
C -0.006 3.289 1.228 -0.23
H 0.166 -3.836 0.252 0.25
N -0.672 1.295 -0.180 -0.21
H 3.469 -1.808 0.353 0.44
H -2.244 0.789 1.198 0.24
H 1.634 -2.507 0.041 0.33
H 1.147 2.152 -0.054 0.20
H 0.470 -0.742 -0.220 0.17
H 0.771 -3.317 -1.289 0.22
H 0.924 3.791 1.444 0.21
O -0.966 -1.537 -1.393 -0.49
C 0.117 2.257 0.305 -0.08
O 2.560 -1.480 0.438 -0.93
H -2.247 2.432 0.661 0.18
C 0.004 -1.610 -0.687 0.46
H -2.790 1.252 -0.466 0.23
```

---

Relative to the most stable one, in kcal/mol, the structures come out at arrangement A 20.8; arrangement B 0.0; arrangement C 150.9; arrangement D 209.5.

---

Arrangement A

Here is one molecule with the formula C5H11NO2 from the Open Molecules 2025 dataset. Energies are from ωB97M-V/def2-TZVPD.

## Properties
**Kohn-Sham gap**: 10.6 eV
**SMILES string**: NC(=O)CCCCO

```
19
Properties=species:S:1:pos:R:3:nbo_charge:R:1
H -0.327 -1.701 -0.549 0.22
C 0.642 -0.116 0.498 -0.39
C 0.742 0.754 -0.778 -0.41
C -1.836 -0.578 0.471 0.68
H -0.346 -1.901 1.224 0.21
H 3.980 0.842 -0.665 0.47
H 0.148 0.247 -1.542 0.20
C -0.447 -1.183 0.407 -0.50
H 1.621 -0.579 0.577 0.22
N -2.761 -1.265 1.214 -0.83
H 2.190 1.537 -2.155 0.17
H 0.500 0.489 1.384 0.21
H -2.602 -2.150 1.666 0.39
C 2.148 0.767 -1.381 -0.06
H 2.348 -0.220 -1.801 0.15
H -3.515 -0.741 1.628 0.40
O 3.097 1.084 -0.360 -0.74
H 0.301 1.746 -0.761 0.22
O -2.134 0.475 -0.054 -0.61
```

---

Arrangement B

Here is a 2-piece molecular cluster, C5H11NO2 overall from the Open Molecules 2025 dataset. Energies are from ωB97M-V/def2-TZVPD.

## Properties
**Kohn-Sham gap**: 9.5 eV
**SMILES string**: [H]/N=C/C(=C)O.CCO

```
19
Properties=species:S:1:pos:R:3:nbo_charge:R:1
N -2.184 1.211 -0.783 -0.64
C 0.017 -1.571 0.906 -0.07
H -0.872 -1.191 0.382 0.15
C 0.138 1.180 -0.962 0.26
C 0.424 -0.679 2.068 -0.65
H 1.371 -1.003 -0.408 0.47
O 0.141 2.032 0.083 -0.67
H -1.216 0.101 -2.288 0.18
H -0.427 -0.523 2.726 0.21
H 1.232 -1.140 2.631 0.21
H 1.244 0.115 -2.399 0.22
H -0.795 2.164 0.322 0.51
O 1.065 -1.874 0.018 -0.74
H -3.097 0.935 -1.128 0.36
H 2.231 1.093 -1.187 0.23
C -1.188 0.787 -1.437 0.08
C 1.279 0.690 -1.490 -0.52
H 0.771 0.292 1.720 0.21
H -0.134 -2.620 1.225 0.19
```

---

Arrangement C

Here is one molecule with the formula C5H11NO2 from the Open Molecules 2025 dataset. Energies are from ωB97M-V/def2-TZVPD.

## Properties
**Kohn-Sham gap**: 9.1 eV
**SMILES string**: COC(C)(C)CN=O

```
19
Properties=species:S:1:pos:R:3:nbo_charge:R:1
C -0.078 0.320 -0.272 0.28
N 0.106 0.193 2.183 0.17
H 0.895 1.810 0.958 0.22
H 0.559 -2.044 1.208 0.17
H -0.829 2.266 -0.862 0.21
C 0.803 0.724 0.920 -0.37
H 0.451 -2.511 -0.476 0.16
H -1.759 1.473 0.420 0.23
C -0.125 -2.130 0.374 -0.25
H 0.162 -0.167 -2.348 0.23
O -0.830 -0.950 0.086 -0.56
H -0.864 -2.906 0.639 0.20
O -0.780 0.858 2.647 -0.27
H 1.761 0.204 0.894 0.21
C -1.211 1.308 -0.509 -0.63
H -1.901 0.891 -1.234 0.23
H 1.569 -0.595 -1.354 0.21
C 0.789 0.145 -1.516 -0.64
H 1.282 1.110 -1.757 0.22
```

---

Arrangement D

Here is a 2-piece molecular cluster, C5H11NO2 overall from the Open Molecules 2025 dataset. Energies are from ωB97M-V/def2-TZVPD.

## Properties
**Kohn-Sham gap**: 10.0 eV
**SMILES string**: O=C[C@@H]1CCCN1.O

```
19
Properties=species:S:1:pos:R:3:nbo_charge:R:1
H -1.678 -1.337 0.990 0.21
C -1.145 -0.429 1.444 -0.45
N -0.791 1.910 0.585 -0.61
H 1.211 1.438 0.177 0.23
H 0.575 -1.159 0.245 0.22
C -1.798 0.974 1.193 -0.23
O 0.652 -0.121 -2.027 -0.52
H 2.308 -2.112 -0.207 0.47
H -2.627 0.766 0.300 0.18
C -0.023 0.727 -1.425 0.42
C 0.217 1.079 0.040 -0.17
O 2.221 -2.897 -0.873 -0.92
H -0.283 2.464 1.265 0.36
H -2.262 1.520 1.994 0.21
C 0.265 -0.312 0.839 -0.42
H -1.352 -0.651 2.522 0.22
H -0.798 1.291 -1.945 0.13
H 0.897 -0.306 1.748 0.21
H 1.468 -3.379 -0.525 0.46
```

---

Relative to the most stable one, in kcal/mol, the structures come out at arrangement A 0.0; arrangement B 35.6; arrangement C 73.0; arrangement D 45.4.

---

Arrangement A

Here is a 2-piece molecular cluster, C5H11NO2 overall from the Open Molecules 2025 dataset. Energies are from ωB97M-V/def2-TZVPD.

## Properties
**Kohn-Sham gap**: 9.7 eV
**SMILES string**: N/C=C/CCC=O.O

```
19
Properties=species:S:1:pos:R:3:nbo_charge:R:1
O 2.765 -1.196 1.211 -0.52
C 0.502 -0.414 1.391 -0.52
H 0.329 -0.536 2.473 0.24
H -1.718 -1.938 -3.636 0.37
C 1.595 -1.200 0.841 0.41
H 0.588 0.599 1.134 0.24
H -1.693 -0.539 1.378 0.22
H -0.771 -2.105 1.108 0.20
O 2.342 5.125 1.351 -0.97
H 1.462 5.517 1.481 0.49
C -0.845 -1.001 0.817 -0.40
H 3.024 5.597 0.958 0.48
H -1.317 -0.409 -3.096 0.36
H 1.467 -1.856 -0.062 0.12
H -2.185 -2.464 -1.294 0.18
H -0.649 0.226 -0.853 0.18
C -1.046 -0.799 -0.677 -0.30
N -2.093 -1.136 -2.931 -0.79
C -1.757 -1.471 -1.594 0.01
```

---

Arrangement B

Here is one molecule with the formula C5H11NO2 from the Open Molecules 2025 dataset. Energies are from ωB97M-V/def2-TZVPD.

## Properties
**Kohn-Sham gap**: 10.6 eV
**SMILES string**: NC(=O)CCCCO

```
19
Properties=species:S:1:pos:R:3:nbo_charge:R:1
H -3.056 -1.197 -0.504 0.46
H -1.907 -1.882 1.325 0.16
C -0.340 -0.176 -0.407 -0.39
N 3.027 1.082 -1.171 -0.83
C 1.822 1.084 -0.523 0.68
H 1.430 -0.862 -1.282 0.21
O 1.356 2.106 -0.070 -0.61
O -3.199 -0.603 0.261 -0.73
H -0.175 -0.011 1.692 0.20
H -1.418 1.074 1.061 0.22
H -0.629 0.595 -1.123 0.22
H 3.418 0.325 -1.687 0.39
C 1.198 -0.300 -0.375 -0.50
H -2.733 -0.553 2.168 0.19
C -2.176 -0.821 1.267 -0.06
H 3.578 1.923 -1.274 0.40
H 1.560 -0.786 0.522 0.23
C -0.992 0.074 0.974 -0.43
H -0.765 -1.074 -0.855 0.19
```

---

Relative to the most stable one, in kcal/mol, the structures come out at arrangement A 56.0; arrangement B 0.0.

---

Arrangement A

Here is a 3-piece molecular cluster, C5H11NO2 overall from the Open Molecules 2025 dataset. Energies are from ωB97M-V/def2-TZVPD.

## Properties
**Kohn-Sham gap**: 9.5 eV
**SMILES string**: Cc1cc[nH]c1.O.O

```
19
Properties=species:S:1:pos:R:3:nbo_charge:R:1
C 0.178 -1.231 0.148 -0.09
H -0.423 0.586 2.646 0.22
C 0.072 0.065 0.587 -0.11
H -0.489 0.229 -2.669 0.22
H -0.525 1.915 -0.501 0.23
H 0.458 -2.149 0.636 0.22
H 1.229 0.078 2.407 0.23
O 3.234 -0.074 -0.268 -0.95
O -3.326 -0.304 -0.020 -0.95
H -0.155 -2.049 -1.782 0.42
H 2.264 -0.024 -0.234 0.48
H 3.464 0.758 -0.728 0.46
H 0.693 1.652 1.857 0.22
C 0.402 0.607 1.940 -0.63
C -0.417 0.019 -1.619 -0.07
H -2.414 0.020 -0.057 0.48
C -0.279 0.865 -0.539 -0.35
N -0.151 -1.237 -1.184 -0.49
H -3.815 0.274 -0.620 0.46
```

---

Arrangement B

Here is C5H11NO2 as an isolated structure from the Open Molecules 2025 dataset. Energies are from ωB97M-V/def2-TZVPD.

## Properties
**Kohn-Sham gap**: 6.8 eV

```
19
Properties=species:S:1:pos:R:3:nbo_charge:R:1
N -1.723 1.776 0.824 -0.86
H 0.045 -2.108 -1.523 0.19
C -0.329 -0.224 0.544 0.19
H -0.399 -1.244 2.166 0.47
C -0.522 -1.295 -1.082 -0.54
H -1.465 -1.715 -0.737 0.22
H -0.973 2.136 -1.360 0.48
H -0.626 -0.516 -1.829 0.23
H 3.039 -0.559 0.202 0.22
H 1.041 -1.953 0.479 0.22
O -1.032 -0.718 1.656 -0.71
C 0.934 -0.912 0.203 -0.23
H -2.108 1.255 1.600 0.39
O -0.233 1.645 -0.968 -0.71
H 2.266 -0.105 -1.323 0.22
C -0.692 1.064 0.190 0.28
C 2.130 -0.141 -0.236 -0.64
H 2.086 0.912 0.069 0.23
H -1.440 2.703 1.126 0.36
```

---

Relative to the most stable one, in kcal/mol, the structures come out at arrangement A 0.0; arrangement B 94.4.

---

Arrangement A

Here is one molecule with the formula C5H11NO2 from the Open Molecules 2025 dataset. Energies are from ωB97M-V/def2-TZVPD.

## Properties
**Kohn-Sham gap**: 10.1 eV
**SMILES string**: CCO/C(C)=N/OC

```
19
Properties=species:S:1:pos:R:3:nbo_charge:R:1
N 1.032 0.044 0.422 -0.22
H -1.362 -1.216 1.166 0.20
H -3.829 -0.692 0.664 0.21
C -1.770 -0.444 0.461 -0.08
H 0.344 1.798 -2.042 0.23
O 2.272 0.805 0.449 -0.41
H -2.018 0.521 0.843 0.19
H -3.415 -0.363 -0.902 0.21
H 2.359 0.162 2.597 0.20
C 3.007 0.377 1.681 -0.26
C 0.699 0.735 -1.985 -0.70
H 3.763 1.139 1.901 0.19
C -3.050 -0.910 -0.052 -0.62
H -2.959 -1.950 -0.355 0.21
H 3.580 -0.521 1.483 0.18
H 0.149 0.289 -2.814 0.24
H 1.769 0.622 -2.153 0.24
O -0.891 -0.546 -0.737 -0.53
C 0.318 0.152 -0.627 0.52
```

---

Arrangement B

Here is one molecule with the formula C5H11NO2 from the Open Molecules 2025 dataset. Energies are from ωB97M-V/def2-TZVPD.

## Properties
**Kohn-Sham gap**: 9.6 eV
**SMILES string**: CN[C@H](CO)CC=O

```
19
Properties=species:S:1:pos:R:3:nbo_charge:R:1
H -2.282 -0.600 0.555 0.21
H -1.956 -1.627 -0.874 0.17
H 1.548 -0.495 0.289 0.22
H 1.258 1.080 -2.904 0.11
H -0.128 1.483 -0.785 0.27
C 1.437 0.668 -1.890 0.44
N -0.286 -1.446 0.497 -0.63
C 0.209 0.679 1.540 -0.07
H -0.700 0.367 2.053 0.19
O -0.048 2.059 1.259 -0.72
H -0.549 -0.036 -1.593 0.23
C 0.488 -0.228 0.304 -0.09
H 0.774 2.464 0.991 0.46
C 0.243 0.477 -1.041 -0.57
H 1.039 0.596 2.243 0.17
O 2.593 0.658 -1.523 -0.54
C -1.710 -1.443 0.185 -0.43
H 0.147 -2.263 0.100 0.37
H -2.076 -2.394 0.593 0.21
```

---

Arrangement C

Here is one molecule with the formula C5H11NO2 from the Open Molecules 2025 dataset. Energies are from ωB97M-V/def2-TZVPD.

## Properties
**Kohn-Sham gap**: 10.6 eV
**SMILES string**: CC(C)CNC(=O)O

```
19
Properties=species:S:1:pos:R:3:nbo_charge:R:1
H -0.550 -0.969 3.775 0.22
N 0.360 0.561 -0.348 -0.65
H 1.479 -0.452 1.104 0.19
C -2.122 0.093 0.957 -0.68
H -0.231 -2.146 2.273 0.21
H -0.296 0.869 2.123 0.18
H 1.660 1.945 -2.729 0.51
O 1.195 1.545 -2.070 -0.77
H -1.944 0.841 0.160 0.23
H 0.685 1.401 0.351 0.42
H -3.006 0.558 1.542 0.23
H 0.210 -1.553 0.253 0.22
H -1.891 -1.658 2.653 0.21
C -0.836 -1.296 2.667 -0.63
C 0.476 -0.469 0.608 -0.22
C 0.938 0.292 -1.586 0.90
H -2.772 -0.633 0.357 0.23
C -0.761 -0.125 1.618 -0.21
O 1.050 -0.682 -2.306 -0.59
```

---

Relative to the most stable one, in kcal/mol, the structures come out at arrangement A 40.2; arrangement B 0.0; arrangement C 20.3.

---

Arrangement A

Here is one molecule with the formula C5H4F2 from the Open Molecules 2025 dataset. Energies are from ωB97M-V/def2-TZVPD.

## Properties
**Kohn-Sham gap**: 9.8 eV
**SMILES string**: FC1=CCC=C1F

```
11
Properties=species:S:1:pos:R:3:nbo_charge:R:1
H 1.883 -0.635 -1.364 0.25
F -0.020 -2.467 -0.686 -0.32
H 1.076 1.255 1.041 0.24
C -0.880 0.813 0.452 -0.27
H -1.407 1.779 0.747 0.24
H 0.817 1.637 -0.820 0.23
C -0.038 -1.163 -0.321 0.33
C 1.067 -0.416 -0.556 -0.30
C -1.091 -0.533 0.524 0.32
C 0.653 0.884 -0.043 -0.44
F -2.060 -1.154 1.027 -0.27
```

---

Arrangement B

Here is a 2-piece molecular cluster, C5H4F2 overall from the Open Molecules 2025 dataset. Energies are from ωB97M-V/def2-TZVPD.

## Properties
**Kohn-Sham gap (alpha / beta)**: 6.0 / 8.6 eV

```
11
Properties=species:S:1:pos:R:3:nbo_charge:R:1
F -1.978 0.488 -0.888 -0.27
H 0.046 -1.155 -1.504 0.24
C 0.603 2.071 0.202 -0.07
H 1.263 -2.548 -0.388 0.20
C 0.435 -2.068 0.211 -0.22
C -0.277 -1.121 -0.504 -0.40
H 0.297 -2.447 1.125 0.19
H 1.172 4.134 0.379 0.22
F -1.577 -0.284 1.218 -0.29
C -1.189 -0.176 -0.062 0.88
C 1.204 3.107 0.210 -0.48
```

---

Relative to the most stable one, in kcal/mol, the structures come out at arrangement A 0.0; arrangement B 119.3.